# 1
50
Properties=species:S:1:pos:R:3 method="wB97M-V/def2-TZVPD" spin_multiplicity=6 s2=8.788 charge=+1 orbital_gap_ev="5.78 / 6.12" e_lumo_ev="-3.420 / -5.933" homo_energy_ev="-9.203 / -12.057"
Ru 0.513 0.823 0.816
Br -1.676 -5.261 2.187
C -0.993 -3.557 1.831
C -0.008 -3.412 0.807
C 0.441 -2.165 0.535
N -0.002 -1.057 1.195
C -0.896 -1.202 2.260
C -1.424 -2.482 2.543
C -1.175 -0.021 2.969
C -1.998 0.083 4.109
C -2.178 1.301 4.696
Br -3.261 1.454 6.211
C -1.556 2.464 4.177
C -0.776 2.327 3.075
N -0.571 1.126 2.470
H 0.380 -4.268 0.278
H 1.199 -1.998 -0.217
H -2.157 -2.608 3.325
H -2.476 -0.795 4.518
H -1.699 3.432 4.632
H -0.285 3.177 2.622
O 5.639 4.298 1.995
C 4.697 3.605 1.773
C 4.643 2.060 1.900
O 5.522 1.320 2.219
C 3.236 1.677 1.503
C 2.481 2.851 1.174
O 1.275 2.749 0.808
C 3.302 4.089 1.334
O 2.952 5.219 1.147
O 2.726 0.537 1.437
C -0.965 -2.541 -3.667
C -1.318 -1.418 -4.639
C -2.727 -0.887 -4.404
C -0.262 -0.309 -4.624
N 0.008 0.196 -3.267
C 0.994 -0.127 -2.436
N 0.802 0.531 -1.316
N -0.325 1.258 -1.496
N -0.817 1.055 -2.654
H -1.650 -3.378 -3.795
H -1.057 -2.212 -2.627
H 0.048 -2.919 -3.825
H -1.264 -1.819 -5.656
H -2.836 -0.464 -3.404
H -3.451 -1.696 -4.501
H -2.989 -0.114 -5.127
H -0.563 0.550 -5.221
H 0.693 -0.677 -4.998
H 1.804 -0.797 -2.669

***

# 2
24
Properties=species:S:1:pos:R:3 method="wB97M-V/def2-TZVPD" spin_multiplicity=1 charge=+1 orbital_gap_ev=11.47 e_lumo_ev=-2.964 homo_energy_ev=-14.436
C 1.614 0.499 -1.288
C 1.971 1.643 -0.333
C -0.481 -0.681 -1.783
N 0.131 0.184 -0.997
N 0.058 -1.008 -2.980
N -1.499 -1.427 -1.290
H 1.609 0.488 -2.363
H 2.283 -0.472 -0.928
H 1.355 2.513 -0.400
H 2.986 2.072 -0.425
H -0.316 0.247 -0.054
H 0.962 -0.621 -3.282
H -0.524 -1.509 -3.658
H -2.349 -0.973 -0.760
H -1.680 -2.294 -1.554
H 1.704 1.419 0.773
C -0.390 0.151 2.996
C -1.634 -0.146 2.126
H 0.378 -0.587 2.967
H 0.050 1.214 2.935
H -0.666 -0.040 4.089
H -1.297 -0.829 1.293
H -2.046 0.831 1.983
H -2.217 -0.675 2.935

***

# 3
30
Properties=species:S:1:pos:R:3 method="wB97M-V/def2-TZVPD" spin_multiplicity=1 orbital_gap_ev=10.15 e_lumo_ev=-0.170 homo_energy_ev=-10.319
O -0.297 -0.500 0.743
H 0.279 -0.925 1.404
H -0.203 0.445 0.670
O 3.143 -1.203 1.724
H 3.862 -0.564 1.744
H 3.508 -2.050 1.452
O -2.330 1.539 -3.564
H -2.430 0.587 -3.348
H -2.476 1.782 -2.636
O -1.512 -2.914 0.505
H -0.847 -2.669 1.163
H -0.885 -2.858 -0.227
O -1.541 -1.082 -3.083
H -0.657 -0.753 -3.300
H -1.795 -1.515 -3.908
O 0.118 1.789 2.533
H -0.177 2.033 1.648
H 0.598 2.602 2.745
O -0.016 2.121 -1.633
H 0.775 1.754 -2.012
H -0.530 2.879 -1.890
O 3.139 1.439 -0.731
H 2.733 0.568 -0.704
H 3.999 1.436 -1.153
O -3.592 0.146 0.538
H -3.698 -0.162 1.454
H -2.696 -0.225 0.461
O 0.898 -1.460 2.947
H 0.753 -0.800 3.635
H 1.875 -1.441 2.822

***

# 4
57
Properties=species:S:1:pos:R:3 method="wB97M-V/def2-TZVPD" spin_multiplicity=1 orbital_gap_ev=8.05 e_lumo_ev=0.761 homo_energy_ev=-7.286
C -0.329 -4.234 -1.147
C -0.333 -3.738 0.075
C 0.678 -4.078 1.129
C 1.527 -2.877 1.463
C 2.743 -2.684 0.831
C 3.552 -1.605 1.145
C 3.139 -0.709 2.112
C 1.919 -0.875 2.747
C 1.097 -1.944 2.420
O -0.111 -2.225 2.994
C -0.719 -1.374 3.938
C -1.879 -0.585 3.295
O -2.669 -1.472 2.545
H -2.059 -2.121 2.165
C -1.420 0.655 2.496
N -0.634 0.359 1.309
C -1.478 0.084 0.154
C -0.593 -0.301 -1.034
N 0.320 0.764 -1.383
C -0.072 1.786 -2.240
C 0.864 2.740 -2.660
C 0.525 3.731 -3.556
C -0.755 3.819 -4.091
C -1.679 2.866 -3.695
C -1.354 1.872 -2.790
H -2.122 1.168 -2.512
H -2.684 2.900 -4.093
C -1.104 4.896 -5.074
H -2.178 4.940 -5.235
H -0.763 5.867 -4.719
H -0.622 4.704 -6.033
H 1.275 4.451 -3.854
H 1.879 2.696 -2.296
C 1.140 1.066 -0.231
C 0.273 1.446 0.975
H -0.282 2.373 0.735
H 0.921 1.644 1.832
H 1.722 0.173 0.016
H 1.826 1.883 -0.445
H 0.019 -1.164 -0.753
H -1.197 -0.579 -1.897
H -2.078 0.975 -0.108
H -2.166 -0.726 0.393
H -0.818 1.265 3.174
H -2.322 1.235 2.238
H -2.518 -0.208 4.105
H -0.015 -0.703 4.429
H -1.146 -2.044 4.695
H 1.625 -0.156 3.494
H 3.763 0.130 2.379
H 4.498 -1.471 0.644
H 3.063 -3.397 0.086
H 1.318 -4.888 0.774
H 0.158 -4.405 2.033
H -1.087 -3.022 0.370
H -1.068 -3.954 -1.879
H 0.411 -4.949 -1.469

***

Total energy, record by record: -6719.03474, -364.08082, -764.33939, -1154.37307 a.u.
Energy relative to the best compared isomer or geometry (same formula, charge and spin), record by record: 0.00, 248.21, 374.20, 287.52 kJ/mol